The following is a DFT calculation (ωB97M-V/def2-TZVPD) of an isolated molecule of C3H8N2O.

The molar mass comes out at 88.11 g/mol. The frontier orbital gap is 10.03 eV. For the relative energy (zero: lowest compared OMol25 entry of this formula, charge and spin), the calculation gives 72.4 kcal/mol. As for the SMILES: [H]/N=C\N(O)CC. The HOMO energy comes out at -9.252 eV.

The geometry in XYZ format:
```
14
C3H8N2O ωB97M-V/def2-TZVPD
O -0.5049 1.3758 0.2527
N -0.5016 0.0184 -0.1580
N -2.8791 -0.0583 -0.0180
C 1.9815 0.0165 -0.2514
C -1.7298 -0.6071 -0.0885
C 0.6954 -0.4897 0.4739
H -0.5502 1.8799 -0.5746
H 0.6570 -0.2629 1.5729
H 2.8667 -0.3783 0.2571
H -2.8465 0.9460 0.1044
H 0.6803 -1.6312 0.4378
H -1.7198 -1.6480 -0.3824
H 1.8917 -0.3356 -1.2758
H 1.9594 1.1745 -0.3502
```